Here is a cluster of 5 separate species, C45H98BFI3N8O12 in total from the OMol25 dataset. Energies are from the ωB97M-V functional and the def2-TZVPD basis.

Structure (XYZ):
```
168
Properties=species:S:1:pos:R:3:forces:R:3
C 0.21989 0.51227 3.91012 -1.12 0.16 -0.30
C 0.02026 -0.64155 2.92359 1.02 -0.22 0.03
C 0.37456 -0.23911 1.47888 -0.70 0.60 0.63
C -0.68862 0.77158 0.98347 0.88 -1.48 0.08
C -0.50729 1.25537 -0.48101 -1.18 2.16 0.94
C 0.75543 2.10878 -0.47750 0.82 -0.09 -0.61
C 2.05293 1.36415 -0.83400 -0.83 -0.27 -0.60
O 2.03692 1.18218 -2.27444 -0.06 0.69 0.57
C 3.13189 1.70167 -2.89930 -1.26 0.60 -2.11
O 4.23102 1.56929 -2.51685 2.08 -0.35 1.54
C 2.80718 2.44265 -4.19007 -0.28 -1.39 0.00
C 3.91534 2.30782 -5.25656 -0.67 0.20 0.19
N -0.59153 0.20017 -1.51303 1.71 -1.17 2.36
C -1.82451 -0.31591 -1.25895 -0.77 1.53 -0.37
N -2.07843 -1.59288 -1.26154 -0.10 -0.67 -0.04
B -0.98269 -2.59492 -1.63935 0.46 -0.31 -0.59
N -0.46997 -3.54901 -0.70218 -1.24 0.92 0.06
O -0.55248 -2.55990 -2.93576 0.07 0.52 0.29
C -3.37013 -2.19132 -0.93686 -0.06 -1.07 0.90
F -4.20567 -2.19630 -2.01817 -0.12 0.65 -0.50
C -4.02427 -1.73089 0.36396 -0.78 0.18 0.28
C -5.57157 -1.79788 0.35568 0.23 -0.28 0.59
N -2.69866 0.71803 -1.00640 0.64 0.17 -0.86
C -3.91907 0.76807 -1.84661 -1.44 -0.36 0.59
C -4.79101 2.02357 -1.78440 -0.29 0.24 -0.37
C -5.77026 1.93486 -2.96951 0.09 0.07 0.91
O -5.13217 2.09431 -4.21776 -0.24 0.16 -0.06
C -1.86827 1.95104 -0.86456 0.46 -0.67 0.10
I -1.55136 2.62360 -2.94054 -0.19 0.59 -0.23
C -2.39700 2.90483 0.19820 -1.28 -0.53 0.29
I -3.83280 2.06121 1.58502 0.39 -0.04 -0.38
C -2.10986 4.18958 0.36517 0.25 0.26 -0.27
C -1.17217 4.94078 -0.54726 -0.25 1.48 0.94
I -2.93595 5.36749 1.93175 0.41 -0.12 -0.54
H 1.14842 1.05670 3.74726 0.10 -0.10 0.00
H -0.61750 1.20737 3.78374 0.19 0.22 0.12
H 0.16400 0.17707 4.94178 0.22 -0.13 0.05
H 0.72067 -1.42644 3.21912 -0.19 -0.21 -0.03
H -0.99521 -1.03821 2.98518 -0.02 -0.03 0.03
H 1.34423 0.25012 1.55950 0.20 -0.17 -0.34
H 0.44066 -1.12149 0.83347 0.12 0.01 0.00
H -1.65141 0.29907 1.18877 -0.04 0.11 -0.32
H -0.61814 1.61407 1.66264 -0.18 0.34 -0.24
H 0.91368 2.56652 0.49780 -0.29 -0.16 0.20
H 0.72187 2.94398 -1.17288 -0.23 -0.10 -0.23
H 2.13020 0.36289 -0.41541 0.16 0.15 0.34
H 2.88441 1.98905 -0.52177 0.28 -0.26 -0.09
H 1.90833 1.95344 -4.57213 -0.23 0.37 0.06
H 2.55224 3.46831 -3.92191 0.04 0.03 -0.04
H 4.76363 1.72922 -4.90393 0.16 0.28 0.14
H 4.19493 3.30238 -5.58955 0.40 -0.11 -0.12
H 3.50232 1.76069 -6.10045 0.07 0.09 -0.17
H 0.20350 -0.39828 -1.27081 -0.29 -0.46 -0.70
H -0.62053 -3.23937 0.25474 -0.19 -0.54 0.06
H -0.92443 -4.44729 -0.86757 0.97 -0.43 0.17
H 0.18218 -1.94149 -3.06537 -0.09 -0.39 -0.45
H -3.17777 -3.25336 -0.78687 0.38 -0.03 -0.06
H -3.70072 -2.41756 1.14586 0.34 -0.04 -0.12
H -3.73448 -0.74111 0.70330 0.23 0.12 -0.28
H -5.97619 -2.41541 -0.44095 -0.02 0.21 -0.17
H -6.02037 -0.80791 0.38192 -0.04 0.05 -0.42
H -5.88616 -2.26980 1.28623 -0.06 0.00 0.02
H -4.58181 -0.01713 -1.48958 0.09 -0.12 0.07
H -3.74525 0.51894 -2.89435 0.62 0.20 0.03
H -5.42183 2.06739 -0.89790 0.20 -0.21 0.20
H -4.24783 2.96805 -1.81665 0.12 -0.08 -0.13
H -6.56284 2.66783 -2.80654 0.02 0.08 -0.16
H -6.25187 0.95479 -2.89001 0.01 -0.06 -0.44
H -5.34777 2.98094 -4.53042 0.19 -0.22 -0.11
H -1.45497 4.93576 -1.59283 0.06 -0.35 0.01
H -0.13391 4.67740 -0.38074 0.08 -0.32 -0.22
H -1.22073 5.98908 -0.24641 0.06 0.01 -0.12
C 10.79159 -1.62067 -6.99703 -0.13 -0.19 -0.02
O 10.27936 -2.58318 -6.09259 0.12 0.26 -0.05
C 10.52356 -2.27960 -4.72372 -0.09 -0.36 0.19
C 9.23730 -1.91550 -4.00796 -0.04 0.20 -0.26
N 8.72985 -0.62113 -4.45096 -0.08 -0.15 0.10
C 7.37364 -0.32013 -3.99748 0.14 0.10 -0.24
C 6.24304 -1.23004 -4.48168 -0.22 0.23 0.23
O 5.97710 -1.13970 -5.87069 0.06 -0.16 0.07
C 6.80336 -1.94062 -6.70001 -0.15 0.18 -0.15
H 10.70012 -2.03124 -8.00150 -0.02 -0.05 0.03
H 10.21960 -0.68796 -6.95619 0.14 0.10 0.01
H 11.84747 -1.41683 -6.80001 -0.01 0.08 0.00
H 11.27660 -1.49422 -4.61239 -0.08 0.09 -0.08
H 10.92464 -3.18889 -4.26690 0.02 0.02 0.01
H 9.42368 -1.87518 -2.93069 -0.02 0.00 0.00
H 8.51564 -2.71971 -4.20114 0.09 -0.14 0.11
H 8.74167 -0.59178 -5.46174 0.05 0.01 0.01
H 7.15036 0.69449 -4.33812 -0.09 -0.01 0.06
H 7.36629 -0.29201 -2.90343 -0.02 -0.07 0.00
H 5.32628 -0.89143 -3.98823 0.02 0.03 0.00
H 6.38050 -2.27412 -4.17705 0.14 -0.03 -0.12
H 7.10514 -2.86839 -6.20879 0.07 0.04 0.05
H 7.68645 -1.38457 -7.02343 0.12 -0.15 0.02
H 6.23357 -2.19269 -7.59487 -0.06 0.01 0.05
C 4.44848 -0.86711 10.84530 -0.21 0.06 -0.02
O 3.75299 0.31586 10.49180 0.24 -0.16 -0.01
C 4.59940 1.38572 10.08532 -0.26 0.32 0.02
C 4.45122 1.66349 8.60216 0.04 -0.32 -0.02
N 5.02485 0.58779 7.79985 -0.17 0.14 -0.05
C 4.69850 0.65924 6.37848 0.13 -0.24 0.16
C 3.22999 0.53717 5.97295 0.11 0.08 -0.31
O 2.66158 -0.74085 6.19870 -0.10 0.16 0.08
C 2.18042 -0.96487 7.51487 0.01 -0.23 -0.14
H 3.72920 -1.55010 11.29477 -0.04 0.05 -0.01
H 4.88029 -1.35619 9.96598 0.16 -0.02 0.07
H 5.23381 -0.65933 11.57667 0.06 -0.04 -0.05
H 5.64323 1.19907 10.35276 -0.01 -0.12 -0.08
H 4.27128 2.27262 10.63471 0.03 0.00 0.01
H 4.96050 2.60033 8.35822 0.00 0.00 -0.02
H 3.38017 1.79230 8.39828 -0.02 0.18 0.09
H 4.69818 -0.30000 8.15761 0.05 0.00 0.04
H 5.24252 -0.15470 5.89204 -0.03 0.04 -0.09
H 5.10123 1.59341 5.97398 -0.07 0.04 0.02
H 3.18620 0.68617 4.88956 0.03 -0.02 0.00
H 2.60416 1.32442 6.41055 0.01 -0.07 0.16
H 1.80027 -0.05050 7.97642 0.09 0.03 0.03
H 2.95730 -1.40534 8.14342 -0.04 0.11 0.15
H 1.36509 -1.68684 7.45397 0.00 0.02 -0.07
C -7.90230 10.05114 2.92005 -0.20 -0.12 -0.01
O -8.82950 9.69074 1.91204 0.28 0.09 0.07
C -8.47575 10.14438 0.61006 -0.36 -0.05 -0.21
C -8.08446 8.98345 -0.28330 0.18 -0.07 0.24
N -6.80646 8.40620 0.12342 -0.12 -0.07 -0.12
C -6.48799 7.13634 -0.52326 0.09 0.12 0.27
C -7.41513 5.94926 -0.25609 0.22 -0.21 -0.23
O -7.38069 5.46640 1.07605 -0.14 0.14 -0.12
C -8.21696 6.16673 1.98454 0.18 -0.20 0.19
H -8.34977 9.80576 3.88206 -0.05 -0.01 -0.04
H -6.96753 9.48821 2.82472 0.11 0.14 0.02
H -7.69262 11.12381 2.89818 0.09 -0.01 0.00
H -7.68762 10.90184 0.64656 0.08 -0.09 0.07
H -9.36756 10.61592 0.18811 0.02 0.02 -0.01
H -8.00419 9.33473 -1.31604 0.01 -0.02 -0.01
H -8.89444 8.24474 -0.23449 -0.13 0.11 -0.10
H -6.81520 8.26074 1.12418 0.01 0.05 0.00
H -5.48594 6.85754 -0.18444 0.00 -0.09 -0.05
H -6.42030 7.30147 -1.60367 -0.09 -0.01 -0.01
H -7.05891 5.11956 -0.87625 0.01 -0.01 0.02
H -8.44631 6.14035 -0.57358 -0.03 0.11 0.12
H -9.11991 6.54922 1.50419 0.04 0.07 -0.03
H -7.67269 6.98423 2.46349 -0.15 0.12 -0.02
H -8.51139 5.47083 2.77066 0.01 -0.05 -0.06
C -3.72173 -9.82310 -1.02158 0.14 -0.06 0.19
O -2.52392 -10.53255 -0.76771 -0.18 0.16 -0.19
C -1.90713 -11.06453 -1.93680 0.28 -0.28 0.15
C -0.61347 -10.33844 -2.24866 -0.19 0.25 0.05
N -0.86577 -8.97662 -2.71035 0.16 -0.06 0.07
C 0.32894 -8.13817 -2.78750 -0.31 0.08 0.02
C 1.08440 -7.84340 -1.49267 0.33 0.16 -0.26
O 0.37745 -7.02403 -0.57267 -0.14 -0.14 0.06
C -0.53354 -7.71505 0.26761 -0.03 0.31 0.01
H -4.18934 -9.61164 -0.06068 0.04 -0.04 0.02
H -3.52410 -8.86911 -1.52309 -0.12 -0.02 -0.13
H -4.41476 -10.41940 -1.62085 -0.02 0.07 -0.06
H -2.58733 -11.05161 -2.79306 -0.02 0.14 0.02
H -1.66987 -12.10937 -1.71939 -0.02 0.00 -0.02
H -0.07281 -10.88415 -3.02684 0.02 0.02 0.00
H -0.00347 -10.34838 -1.33646 0.05 -0.20 -0.01
H -1.52617 -8.53488 -2.08475 -0.03 -0.04 -0.01
H 0.01190 -7.17987 -3.20913 0.10 0.02 -0.02
H 1.02190 -8.58402 -3.50714 0.03 -0.04 0.05
H 1.97448 -7.27069 -1.76675 -0.02 0.02 0.03
H 1.45043 -8.75065 -1.00040 -0.17 -0.04 0.07
H -0.19521 -8.72600 0.50172 -0.04 -0.03 -0.07
H -1.53011 -7.74977 -0.18169 -0.03 -0.21 0.04
H -0.61819 -7.15475 1.20052 0.09 0.00 0.00
```
Positions in Å, forces in eV/Å.

Summary:
LUMO level: -0.109 Ha
Energy: -112430.4084 eV
F_max: 3.14 eV/A
Net charge: +1
Molecular weight: 1353.8 g mol⁻¹